No. 1
{
  "formula": "C9H21N4O6S2",
  "method": "the ωB97M-V functional and the def2-TZVPD basis",
  "species": ["C", "C", "O", "N", "C", "S", "O", "O", "N", "S", "O", "O", "C", "C", "C", "N", "H", "H", "H", "H", "H", "H", "H", "H", "H", "H", "H", "H", "H", "H", "C", "C", "O", "N", "C", "H", "H", "H", "H", "H", "H", "H"],
  "coordinates": [[-1.25558, 3.15746, 2.17788], [-0.90374, 1.82006, 1.59695], [-0.06333, 1.09561, 2.09176], [-1.73590, 1.40053, 0.49608], [-2.12119, -0.01276, 0.54259], [-1.19371, 1.87088, -1.04257], [-0.37722, 0.79910, -1.56495], [-2.38976, 2.14625, -1.79679], [-0.40476, 3.19589, -0.65309], [1.16960, 3.28208, -1.00530], [1.65392, 4.48944, -0.36297], [1.45036, 3.18238, -2.41680], [2.00634, 1.91767, -0.18850], [2.75470, 2.34000, 1.06158], [3.49091, 1.17736, 1.73075], [2.77356, -0.08150, 1.85209], [-0.79965, 3.26531, 3.15406], [-2.33890, 3.22742, 2.24406], [-0.92744, 3.94996, 1.51643], [-1.73765, -0.47962, 1.44207], [-3.20770, -0.08733, 0.55997], [-1.76139, -0.57224, -0.31213], [2.70491, 1.51415, -0.91966], [1.28956, 1.13387, 0.01128], [3.49107, 3.08510, 0.76556], [2.07760, 2.83766, 1.75041], [4.44970, 0.99706, 1.24650], [3.72765, 1.49502, 2.74554], [2.34350, -0.36900, 0.99103], [2.09127, -0.05705, 2.58816], [0.07194, -3.79616, -1.91421], [-0.94592, -3.80104, -0.79785], [-0.72289, -3.28187, 0.27839], [-2.14600, -4.40097, -1.04627], [-2.58897, -5.05015, -2.26356], [0.95901, -3.27934, -1.56433], [0.34080, -4.81541, -2.19676], [-0.31734, -3.27163, -2.78725], [-2.78194, -4.36190, -0.26681], [-3.47685, -4.55143, -2.65699], [-2.83641, -6.09595, -2.06758], [-1.81215, -5.01492, -3.01877]],
  "atomic_forces_ev_per_a": [[-0.1, 0.0, 0.0], [0.3, -0.2, 0.1], [-0.7, 0.2, -0.1], [0.5, -0.3, 0.4], [-0.5, -0.1, 0.1], [-0.4, 0.9, -0.5], [0.1, -0.1, 0.1], [0.1, -0.1, 0.2], [0.3, -0.8, -0.4], [0.2, 0.7, 0.0], [-0.2, -0.1, 0.1], [-0.1, -0.3, -0.1], [0.3, -0.2, 0.0], [0.1, 0.1, -0.3], [-0.4, 0.0, 0.3], [0.8, -0.3, 0.2], [0.1, 0.0, 0.1], [-0.1, 0.0, 0.1], [0.1, 0.1, -0.1], [0.2, 0.0, 0.0], [-0.1, 0.0, 0.0], [0.2, 0.0, -0.1], [0.0, 0.1, -0.2], [-0.2, 0.0, 0.0], [0.1, 0.2, 0.1], [-0.1, -0.1, 0.1], [0.1, 0.0, -0.3], [0.2, 0.0, 0.1], [-0.3, 0.0, -0.1], [-0.4, 0.1, -0.1], [0.0, 0.0, 0.0], [0.1, 0.2, 0.0], [0.0, -0.1, 0.1], [0.1, -0.1, -0.1], [-0.1, 0.1, 0.3], [0.0, 0.0, 0.1], [0.0, 0.0, -0.1], [0.0, 0.0, 0.0], [0.0, 0.0, 0.0], [0.0, 0.0, -0.1], [0.0, 0.0, -0.1], [0.0, 0.0, 0.0]],
  "nbo_charge": [-0.7293, 0.7586, -0.5946, -0.7678, -0.4256, 2.4369, -0.9818, -0.9626, -1.2553, 2.3175, -0.9942, -0.9737, -0.6921, -0.4168, -0.2096, -0.8487, 0.2149, 0.2248, 0.2847, 0.2196, 0.1825, 0.2276, 0.2298, 0.2535, 0.2135, 0.2107, 0.1677, 0.1817, 0.3584, 0.3695, -0.7225, 0.6791, -0.6149, -0.6241, -0.4086, 0.2524, 0.2137, 0.2330, 0.3970, 0.1961, 0.1872, 0.2117],
  "spin_multiplicity": 1,
  "e_homo_ha": -0.2168,
  "max_force_ev_per_a": 1.1,
  "total_charge": -1
}

No. 2
{
  "formula": "C9H21NO5PS",
  "method": "the ωB97M-V functional and the def2-TZVPD basis",
  "species": ["O", "P", "O", "S", "O", "O", "H", "H", "H", "C", "C", "C", "C", "C", "C", "N", "O", "C", "C", "C", "H", "H", "H", "H", "H", "H", "H", "H", "H", "H", "H", "H", "H", "H", "H", "H", "H", "H"],
  "coordinates": [[-1.97595, -2.72560, 5.43802], [-2.63231, -1.54184, 4.87984], [-1.72531, -0.51056, 4.04238], [-0.50857, 0.25465, 4.86792], [0.72018, -0.42778, 4.61320], [-0.58210, 1.50500, 3.85391], [-3.23396, -0.74967, 5.87076], [-3.61917, -1.79382, 3.92784], [0.10642, 2.11961, 4.13110], [-1.08509, 1.41615, -2.75128], [-0.16093, 0.19526, -2.56375], [1.29382, 0.64375, -2.77228], [1.87623, 1.48133, -1.62894], [1.24738, 1.13492, -0.27006], [0.61292, -0.25957, -0.20830], [-0.41432, -0.35180, -1.22469], [-1.04183, -1.60945, -1.22558], [-0.07643, -0.38540, 1.14835], [1.70327, -1.34724, -0.28252], [-0.48351, -0.81090, -3.66100], [-2.12284, 1.10220, -2.62982], [-0.97288, 1.86941, -3.74753], [-0.87494, 2.18248, -2.00261], [1.91276, -0.24690, -2.90607], [1.37033, 1.19692, -3.71600], [2.95702, 1.31363, -1.58953], [1.74891, 2.54907, -1.83202], [2.00439, 1.23073, 0.51661], [0.46769, 1.86453, -0.02780], [-0.90390, 0.32325, 1.21311], [0.62865, -0.18019, 1.95800], [-0.47438, -1.39044, 1.28309], [2.42036, -1.23493, 0.53962], [2.26290, -1.31222, -1.21896], [1.23926, -2.33006, -0.20330], [-0.31394, -0.34502, -4.64066], [-1.51952, -1.13495, -3.60127], [0.14938, -1.69455, -3.57978]],
  "atomic_forces_ev_per_a": [[0.1, 0.0, 0.1], [-0.1, -0.6, 0.0], [0.1, 0.2, 0.1], [0.0, 0.0, 0.1], [0.2, -0.2, 0.1], [-0.4, 0.0, 0.0], [0.0, 0.2, -0.1], [0.0, 0.2, -0.1], [0.2, 0.2, -0.1], [0.0, 0.1, -0.2], [0.1, 0.2, -0.1], [0.2, 0.0, 0.0], [0.0, 0.0, 0.0], [0.1, 0.2, 0.0], [0.2, 0.1, 0.0], [-0.6, 0.1, 0.1], [0.2, -0.1, 0.0], [0.0, -0.1, 0.2], [0.2, -0.1, 0.0], [0.0, -0.1, -0.2], [0.0, 0.0, 0.1], [0.0, -0.1, 0.0], [0.0, 0.0, 0.0], [-0.1, 0.0, 0.0], [0.0, 0.0, 0.0], [0.0, 0.0, 0.0], [0.0, 0.0, 0.0], [0.0, -0.1, 0.0], [-0.1, -0.1, -0.1], [0.0, 0.0, -0.1], [0.1, 0.0, 0.0], [0.0, 0.0, -0.1], [0.0, 0.0, 0.0], [0.0, 0.0, 0.0], [-0.1, 0.0, -0.1], [0.1, 0.0, 0.0], [0.0, 0.0, 0.1], [-0.1, 0.0, 0.1]],
  "nbo_charge": [-1.0642, 1.7768, -0.9675, 1.7232, -0.8878, -0.8608, -0.1266, -0.0826, 0.4940, -0.6090, 0.1079, -0.4075, -0.4059, -0.3951, 0.1251, -0.2390, -0.8567, -0.6047, -0.6484, -0.5990, 0.2135, 0.1667, 0.1918, 0.1959, 0.1880, 0.1883, 0.1871, 0.1859, 0.1943, 0.2013, 0.1739, 0.2313, 0.1779, 0.1866, 0.2355, 0.1645, 0.2317, 0.2134],
  "spin_multiplicity": 1,
  "e_homo_ha": -0.0397,
  "max_force_ev_per_a": 0.6,
  "total_charge": -1
}

No. 3
{
  "formula": "C9H21NP",
  "method": "the ωB97M-V functional and the def2-TZVPD basis",
  "species": ["C", "C", "C", "C", "C", "C", "C", "C", "C", "N", "P", "H", "H", "H", "H", "H", "H", "H", "H", "H", "H", "H", "H", "H", "H", "H", "H", "H", "H", "H", "H", "H"],
  "coordinates": [[1.08650, -1.03884, 0.38197], [2.02928, -1.90546, 1.19107], [0.93340, 0.83830, -1.29281], [3.20457, 0.11442, -0.56070], [1.76166, 1.20765, 1.22763], [-2.90767, -0.56149, -1.87610], [-2.29068, 1.50726, 0.41005], [-2.67487, -1.31730, 1.04297], [1.77394, 0.35078, -0.05922], [-0.04182, -1.49493, 0.22528], [-1.92791, -0.28534, -0.22457], [1.79560, -2.83288, 1.64669], [2.85480, -2.20083, 0.38072], [2.57619, -1.16170, 1.92519], [1.45693, 1.55294, -1.73629], [-0.12485, 1.18589, -1.15285], [0.86761, -0.03074, -1.99923], [3.88764, 0.26969, 0.28046], [3.39883, -0.92797, -0.91305], [3.42220, 0.84678, -1.37213], [0.79852, 1.21174, 1.81398], [1.88735, 2.27266, 0.99432], [2.58402, 0.87798, 1.95833], [-2.49399, -1.47542, -2.42619], [-2.60712, 0.29009, -2.55420], [-3.98787, -0.35520, -1.95645], [-2.35939, 2.29150, -0.31279], [-1.53080, 1.75484, 1.12773], [-3.15766, 1.28393, 0.90470], [-3.78448, -1.38434, 0.81926], [-2.23452, -0.96055, 2.04030], [-2.28860, -2.38456, 0.98093]],
  "atomic_forces_ev_per_a": [[2.2, 1.4, 0.5], [4.1, 1.5, -1.5], [-2.4, -3.5, 1.9], [0.4, -0.2, -0.1], [-0.1, 0.3, 1.1], [2.2, 1.0, -1.1], [2.5, -1.9, -1.3], [0.2, -1.2, 0.4], [-2.2, -1.2, -0.1], [-3.5, 0.6, -0.5], [0.3, -0.5, -0.7], [-1.1, -0.5, 0.5], [-1.5, 0.6, 1.9], [-1.1, -1.8, -1.3], [2.0, 3.3, -2.0], [1.2, -0.1, 0.3], [0.1, 0.8, 0.5], [0.1, 0.1, -0.3], [-0.3, 1.0, -0.1], [0.1, -0.6, 0.7], [0.7, -0.4, -0.7], [0.4, -0.2, -0.1], [-1.2, 0.6, -1.2], [-1.0, 1.0, 1.1], [0.4, -0.7, 0.7], [0.2, -0.9, 1.0], [-0.2, 0.1, -0.7], [0.4, 0.1, 0.4], [-2.5, 0.0, 1.3], [1.1, 0.5, 1.1], [-1.4, -0.3, -1.2], [-0.3, 1.3, -0.3]],
  "nbo_charge": [0.2874, -0.6494, -0.5852, -0.6200, -0.6254, -0.9466, -0.8569, -1.0220, -0.0664, -0.3920, 1.2990, 0.2582, 0.2477, 0.2478, 0.2191, 0.1941, 0.2228, 0.2275, 0.2268, 0.2374, 0.2147, 0.2411, 0.2285, 0.2784, 0.2587, 0.2809, 0.2609, 0.2492, 0.2395, 0.2734, 0.2755, 0.2956],
  "spin_multiplicity": 1,
  "e_homo_ha": [-0.4751, -0.4752],
  "max_force_ev_per_a": 4.7,
  "total_charge": 1,
  "relative_energy_kcal_mol": 51.9
}